[1]
9
Properties=species:S:1:pos:R:3:forces:R:3 method="wB97M-V/def2-TZVPD" multiplicity=1 e_homo_ev=-3.09 charge=-1 gap_ev=6.689
C 0.666 0.123 -0.472 1.4 3.9 -0.2
O -1.375 -1.581 -0.250 -0.5 -1.2 -0.8
O -1.894 0.839 0.164 -0.2 -0.1 -0.2
P -0.867 -0.454 0.563 0.4 1.4 0.7
S 2.034 -0.841 0.107 0.7 -0.2 -0.2
H 1.151 1.570 -0.452 -1.7 -3.8 0.1
H 0.517 -0.029 -1.540 -0.1 -0.1 0.0
H -1.632 1.611 0.665 0.1 0.2 0.2
H 1.401 -1.238 1.216 -0.1 -0.2 0.4

=====

[2]
123
Properties=species:S:1:pos:R:3:forces:R:3 method="wB97M-V/def2-TZVPD" multiplicity=1 e_homo_ev=-6.11 charge=-1 gap_ev=8.338
Cl -1.641 1.522 1.042 0.1 -0.3 0.9
O -0.710 1.571 2.152 0.1 0.4 -0.2
O -0.908 1.166 -0.157 -0.3 -0.1 -0.3
O -2.647 0.537 1.349 -0.1 -0.1 -0.5
O -2.275 2.812 0.865 0.2 0.1 -0.1
C 4.243 1.511 2.763 -0.6 0.2 0.1
O 4.860 0.856 3.847 0.3 0.1 0.2
C 5.508 -0.341 3.467 -0.7 -0.5 -0.3
C 4.511 -1.489 3.278 0.9 -0.7 -0.1
N 3.691 -1.619 4.475 -0.5 1.0 -0.5
C 2.391 -2.245 4.235 1.1 -1.4 -0.4
C 1.480 -2.017 5.408 -1.2 0.7 -0.2
O 1.401 -0.632 5.729 -0.1 0.0 0.3
C 0.920 0.125 4.628 0.1 -0.3 -0.1
H 3.875 2.472 3.125 0.1 0.0 0.0
H 3.360 0.970 2.403 0.2 -0.1 -0.1
H 4.932 1.690 1.931 0.1 -0.1 0.0
H 6.191 -0.658 4.254 0.1 0.5 0.1
H 6.029 -0.156 2.522 0.3 -0.2 0.1
H 5.114 -2.409 3.201 0.0 0.1 -0.2
H 3.999 -1.406 2.309 -0.4 0.2 0.3
H 3.500 -0.654 4.745 0.0 -0.2 0.4
H 2.579 -3.326 4.115 -0.1 0.0 0.3
H 1.956 -2.008 3.254 -0.2 0.6 0.3
H 1.730 -2.557 6.319 0.5 0.1 0.0
H 0.457 -2.317 5.141 0.1 -0.3 0.0
H 0.135 -0.408 4.080 0.0 0.0 0.0
H 1.745 0.316 3.936 -0.2 0.2 -0.1
H 0.492 1.057 4.986 0.2 0.1 0.1
C 0.078 -5.491 3.191 0.9 0.3 0.4
O -0.782 -4.743 2.385 -0.4 -0.2 0.1
C -1.291 -3.614 3.066 0.3 0.5 0.8
C -2.171 -2.837 2.155 -0.8 0.4 -1.7
N -3.467 -3.449 1.978 -0.7 -0.3 0.8
C -4.356 -2.747 1.078 0.1 -0.3 0.1
C -5.646 -3.509 0.910 -0.5 -0.4 0.0
O -5.353 -4.868 0.590 0.0 0.1 -0.1
C -6.437 -5.500 -0.041 -0.1 0.0 0.2
H 1.052 -4.982 3.327 -0.1 0.0 -0.3
H 0.270 -6.447 2.713 -0.2 -0.1 0.1
H -0.276 -5.615 4.224 -0.4 -0.3 -0.2
H -0.459 -3.003 3.439 0.1 0.1 -0.3
H -1.857 -3.896 3.968 0.0 -0.3 -0.1
H -1.685 -2.743 1.163 0.3 0.0 0.2
H -2.392 -1.801 2.426 0.5 -0.1 0.6
H -3.466 -4.443 1.804 0.3 0.0 -0.3
H -3.907 -2.616 0.080 0.0 0.2 0.1
H -4.594 -1.775 1.520 0.1 0.1 -0.3
H -6.268 -3.068 0.120 0.3 0.1 -0.1
H -6.286 -3.507 1.804 0.3 0.1 0.2
H -6.234 -6.568 -0.092 0.2 0.0 -0.2
H -6.588 -5.079 -1.041 -0.1 -0.1 -0.1
H -7.371 -5.387 0.529 0.1 0.1 0.0
C -1.538 0.844 -7.280 0.3 0.1 0.0
O -2.231 1.912 -6.688 0.2 -0.3 0.2
C -3.461 1.518 -6.087 -0.1 1.5 -0.2
C -3.487 1.855 -4.609 -0.5 -0.6 0.3
N -3.083 3.222 -4.245 -0.1 -0.9 -0.3
C -3.257 3.378 -2.800 0.3 0.4 -0.1
C -2.425 4.502 -2.220 -0.1 -0.9 -0.3
O -2.815 5.728 -2.790 -0.3 0.2 0.4
C -2.519 6.837 -1.971 0.0 0.3 -0.3
H -2.079 0.486 -8.163 0.1 -0.2 0.0
H -1.328 0.026 -6.578 -0.4 -0.1 0.0
H -0.552 1.201 -7.590 -0.2 0.2 -0.1
H -3.647 0.456 -6.241 -0.1 0.0 0.0
H -4.241 2.119 -6.580 0.0 -0.3 -0.2
H -2.912 1.062 -4.127 0.3 0.5 0.5
H -4.525 1.743 -4.247 0.0 -0.5 -0.2
H -3.788 3.787 -4.709 0.4 0.5 0.0
H -2.919 2.471 -2.293 -0.1 -0.1 -0.1
H -4.301 3.566 -2.515 -0.1 -0.2 0.0
H -1.370 4.306 -2.450 0.1 0.1 0.2
H -2.604 4.388 -1.142 0.2 0.7 0.1
H -2.903 7.720 -2.486 0.0 0.0 0.0
H -1.440 6.981 -1.843 0.0 -0.1 0.1
H -3.008 6.767 -0.995 0.1 -0.1 0.1
C 2.180 -3.350 0.805 -0.6 0.7 -0.2
O 2.403 -1.953 0.719 0.9 -0.2 -0.1
C 1.728 -1.294 -0.347 -0.2 -0.3 0.4
C 2.337 0.085 -0.522 -1.1 0.4 -0.8
N 3.322 0.198 -1.590 1.3 0.0 0.5
C 4.593 -0.456 -1.240 -0.7 -0.7 -0.3
C 5.619 -0.283 -2.340 0.4 0.5 0.4
O 6.150 1.034 -2.435 -0.2 -0.3 -0.4
C 6.928 1.415 -1.332 -0.7 0.4 0.4
H 2.815 -3.768 1.583 -0.1 0.2 0.2
H 2.430 -3.870 -0.128 -0.2 0.1 -0.1
H 1.115 -3.456 1.045 0.1 -0.7 0.0
H 0.656 -1.232 -0.112 0.1 0.1 0.0
H 1.803 -1.857 -1.286 0.1 -0.1 0.1
H 2.717 0.450 0.430 0.3 -0.1 -0.1
H 1.533 0.777 -0.791 -0.1 -0.1 0.1
H 3.001 -0.307 -2.410 -0.4 0.2 0.0
H 4.396 -1.536 -1.120 0.4 0.0 0.1
H 4.956 -0.110 -0.271 0.0 0.2 0.0
H 5.147 -0.506 -3.298 0.1 0.1 -0.1
H 6.478 -0.953 -2.194 -0.2 -0.3 0.0
H 7.400 2.349 -1.631 0.4 -0.2 0.1
H 7.629 0.639 -1.003 0.2 0.1 -0.3
H 6.304 1.656 -0.458 0.0 -0.1 -0.1
C 0.306 -0.397 -3.804 0.1 -0.3 -0.2
O 0.169 -1.449 -3.187 -0.1 0.2 0.0
N -0.422 0.742 -3.573 0.9 -0.9 -0.5
N 1.232 -0.292 -4.822 0.0 0.5 -0.1
H -0.901 0.738 -2.684 -0.1 0.4 0.0
H -0.001 1.566 -3.968 -0.5 0.4 0.5
H 1.800 -1.070 -5.098 -0.3 -0.3 0.2
H 1.207 0.480 -5.465 0.0 0.0 0.1
C 0.970 5.388 1.231 -0.1 -0.9 -0.2
O 1.893 6.182 1.158 -0.5 0.3 0.1
N 0.636 4.712 2.382 0.3 0.3 0.6
N 0.169 5.009 0.181 0.4 0.4 0.6
H 0.028 3.910 2.439 -0.2 0.1 -0.3
H 0.885 5.151 3.248 0.3 -0.1 0.0
H 0.405 5.366 -0.724 0.1 -0.3 -0.2
H -0.329 4.148 0.326 -0.4 0.0 -0.6
O -2.562 -0.941 -2.102 0.0 0.0 0.0
H -2.220 -0.540 -1.293 -0.1 0.0 0.2
H -1.812 -1.447 -2.446 0.1 0.0 0.0
O -5.661 2.265 2.779 0.0 0.0 0.0
H -4.822 2.051 2.354 0.1 -0.1 0.0
H -5.607 3.209 2.948 0.0 0.0 0.0

=====

[3]
15
Properties=species:S:1:pos:R:3:forces:R:3 method="wB97M-V/def2-TZVPD" multiplicity=1 e_homo_ev=-9.52 charge=0 gap_ev=9.565
C 1.965 0.350 -0.060 1.4 -0.3 0.5
C 0.545 0.223 -0.042 -0.8 2.4 0.4
C -0.282 1.324 0.059 1.8 -1.9 0.4
C -1.591 0.628 0.075 -1.4 1.0 -1.2
C -1.434 -0.579 0.956 -0.7 -0.7 2.0
C -0.390 -0.948 -0.089 0.4 -0.3 -0.9
H 2.267 1.411 -0.142 0.3 0.0 -0.1
H -0.061 2.385 0.198 0.0 -0.5 -0.2
H -2.458 1.299 0.119 -0.1 -0.6 -0.3
H -1.072 -0.412 1.970 -0.1 -0.1 0.2
H -2.394 -1.178 0.953 1.2 0.3 0.0
H 0.091 -1.936 -0.246 -0.7 0.6 0.0
H -2.111 -0.963 -1.079 -1.4 -0.8 -0.4
N -1.350 -0.331 -1.119 0.6 0.6 -0.2
O 2.790 -0.535 0.083 -0.6 0.4 -0.3

=====

[4]
20
Properties=species:S:1:pos:R:3:forces:R:3 method="wB97M-V/def2-TZVPD" multiplicity=2 e_homo_ev="-14.10 / -14.09" s2=0.768 charge=+1 gap_ev="10.092 / 5.595"
C -0.900 0.692 -2.156 1.5 1.1 0.0
C -1.733 0.521 0.064 -1.6 3.5 4.6
N -1.393 0.496 1.392 0.4 -2.6 -0.2
N -0.863 0.183 -0.807 1.5 -1.2 -2.5
N -2.866 1.365 -0.094 -1.0 -1.0 -1.2
H -2.115 0.322 2.072 -1.0 1.0 -0.1
H -0.613 -0.053 1.798 0.8 0.5 -1.3
H 1.244 0.922 0.208 0.6 -0.4 0.5
H -3.781 0.922 -0.210 0.5 -0.1 -0.7
H -3.030 2.164 0.501 0.8 -0.2 0.6
H -1.339 -0.064 -2.819 -0.4 0.1 0.1
H 0.146 0.818 -2.588 -0.9 -0.7 0.9
H -1.289 1.718 -2.208 -0.8 -0.6 -0.1
C 2.774 -1.732 -0.389 -1.5 -1.9 1.3
C 1.864 -0.920 0.547 1.5 1.5 -0.7
O 1.248 -1.085 1.565 -0.4 -0.8 -0.4
O 1.985 0.323 -0.004 -0.9 0.8 -0.4
H 3.819 -1.451 -0.271 -0.2 0.4 -0.4
H 2.301 -1.659 -1.368 0.7 0.5 -0.2
H 2.701 -2.801 -0.177 0.1 0.1 0.4

=====

[5]
17
Properties=species:S:1:pos:R:3:forces:R:3 method="wB97M-V/def2-TZVPD" multiplicity=1 smiles=CSC.CC e_homo_ev=-8.42 charge=0 gap_ev=9.372
C 0.149 -2.331 3.344 -1.2 4.1 0.4
C 0.567 -1.099 2.347 1.0 -0.1 1.4
H 0.430 -2.031 4.446 -0.6 -1.1 -2.2
H 0.410 -3.296 3.021 1.1 -1.1 -0.2
H -0.970 -2.332 3.167 1.0 0.0 1.0
H -0.186 -1.011 1.618 -1.2 0.1 -0.9
H 0.631 -0.063 2.832 -0.1 -1.7 -0.3
H 1.471 -1.216 1.724 0.0 -0.3 0.7
C -0.672 1.791 -3.848 0.4 4.2 2.9
S 0.793 1.606 -2.866 1.4 -1.2 0.8
C 0.071 1.105 -1.243 4.2 2.1 2.1
H -1.229 2.653 -3.316 0.3 -1.3 -1.3
H -1.222 0.953 -3.883 -2.0 -3.0 -0.2
H -0.345 2.102 -4.791 0.3 0.5 -1.5
H -0.331 2.074 -0.914 -0.7 -0.9 0.4
H -0.532 0.263 -1.291 -1.5 -1.3 -0.1
H 0.966 0.832 -0.346 -2.4 0.8 -3.1

=====

[6]
16
Properties=species:S:1:pos:R:3:forces:R:3 method="wB97M-V/def2-TZVPD" multiplicity=2 e_homo_ev="-3.22 / -9.66" s2=0.751 charge=0 gap_ev="3.958 / 10.236"
C -0.652 1.715 0.847 -0.2 -0.8 -1.1
N -0.039 1.574 -0.566 0.3 1.3 2.4
H -0.432 2.693 1.248 -0.1 0.2 -0.1
H -1.708 1.501 0.700 -0.1 0.4 0.2
H -0.258 0.940 1.501 0.3 0.1 -0.1
H 0.005 0.569 -0.780 -0.2 0.3 -0.7
H 0.894 2.056 -0.505 0.5 -0.5 -0.1
H -0.522 2.250 -1.208 -0.6 -0.5 -0.5
C 1.493 -1.527 0.109 -0.8 -0.4 -1.6
C 0.410 -1.771 -0.642 -0.2 -0.6 1.8
N -0.899 -1.243 -0.333 -0.1 -1.4 0.8
H 1.469 -0.784 0.891 0.4 -0.1 0.2
H 2.344 -2.117 -0.205 0.5 0.5 0.5
H 0.410 -2.596 -1.344 0.1 0.4 -0.4
H -0.975 -1.223 0.687 0.5 0.9 0.0
H -1.541 -2.036 -0.401 -0.2 0.3 -1.2

=====

Molar mass (computed, Da): 111.1, 788.4, 109.1, 133.2, 92.2, 75.1
Electronic energy (computed, Ha): -930.54907, -3135.65532, -362.70873, -473.42273, -557.70375, -230.23735
Energy above the lowest of the compared OMol25 structures with the same formula, charge and spin (computed, kcal per mole): 86.66, 0.00, 65.73, 60.05, 41.83, 60.03